No. 1
Computed, not measured: a gas-phase ion, C4H5N2 (charge +1) in a non-equilibrium geometry, with ωB97M-V/def2-TZVPD.

The energy relative to the best compared isomer or geometry (same formula, charge and spin) comes out at 99.5 kcal per mole. As for the total energy: -264.45676 a.u. The calculation puts the gap between HOMO and LUMO at 10.47 eV. The molar mass comes out at 81.098 g/mol.

The geometry in ORCA input format:
```
! wB97M-V def2-TZVPD RIJCOSX def2/J DEFGRID3
* xyz 1 1
C 0.004 -0.728 1.107
C 1.201 -0.323 0.805
C -0.450 0.093 0.111
C -1.271 -1.058 0.263
N 1.804 0.441 0.196
N -0.292 1.060 -0.831
H -1.172 -1.922 -0.523
H -2.137 -0.975 0.846
H 2.666 1.078 0.475
H 0.613 1.486 -0.908
H -0.965 0.849 -1.540
*
```

***

No. 2
Computed, not measured: a gas-phase ion, C4H5N2O (charge +1) in a non-equilibrium geometry, with ωB97M-V/def2-TZVPD.

The energy relative to the best compared isomer or geometry (same formula, charge and spin) comes out at 80.7 kcal per mole. As for the total energy: -339.73824 a.u. The calculation puts the gap between HOMO and LUMO (spin up / spin down) at 7.39 / 7.39 eV. The molar mass comes out at 97.097 g/mol.

The geometry in ORCA input format:
```
! wB97M-V def2-TZVPD RIJCOSX def2/J DEFGRID3
* xyz 1 1
C 0.646 1.779 -0.756
C 0.751 -0.739 -1.766
C 0.284 -0.923 0.688
C -0.733 0.190 0.677
N 0.827 -1.170 -0.611
N -0.194 1.481 0.084
O 0.871 -0.579 -2.892
H 1.064 -0.748 1.427
H -0.095 -1.941 0.870
H -1.587 0.208 0.009
H -1.032 0.306 1.688
H -0.801 2.136 0.582
*
```

***

No. 3
Computed, not measured: a gas-phase ion, C4H5N2O4P (charge -2) in a non-equilibrium geometry, with ωB97M-V/def2-TZVPD.

The energy relative to the best compared isomer or geometry (same formula, charge and spin) comes out at 126.6 kcal per mole. As for the total energy: -907.17566 a.u. Its SMILES is COn1ccnc1P(=O)([O-])[O-]. The calculation puts the gap between HOMO and LUMO at 6.18 eV. The molar mass comes out at 176.068 g/mol.

The geometry in ORCA input format:
```
! wB97M-V def2-TZVPD RIJCOSX def2/J DEFGRID3
* xyz -2 1
C 1.755 0.853 0.721
O 0.580 1.576 0.896
N -0.531 0.875 0.405
C -1.665 1.445 -0.088
C -2.422 0.450 -0.621
N -1.795 -0.799 -0.618
C -0.648 -0.751 -0.121
P 0.678 -2.022 -0.276
O -0.108 -3.211 -0.641
O 1.489 -1.352 -1.415
O 1.296 -2.092 1.137
H 2.301 1.211 -0.143
H 1.729 -0.344 0.544
H 2.336 0.997 1.561
H -1.785 2.475 -0.122
H -3.209 0.688 -1.218
*
```

***

No. 4
Computed, not measured: 2 unconnected molecules or ions with the total composition C4H5N2S in a non-equilibrium geometry, with ωB97M-V/def2-TZVPD.

The energy relative to the best compared isomer or geometry (same formula, charge and spin) comes out at 130.9 kcal per mole. As for the total energy: -662.57830 a.u. The calculation puts the gap between HOMO and LUMO (spin up / spin down) at 7.20 / 7.18 eV. The molar mass comes out at 113.165 g/mol.

The geometry in ORCA input format:
```
! wB97M-V def2-TZVPD RIJCOSX def2/J DEFGRID3
* xyz 1 1
C -3.688 0.290 -0.195
C -0.116 -0.728 0.514
C 1.752 0.521 -0.504
C 1.197 -0.248 0.725
N -1.129 -0.967 -0.093
N -2.131 -1.370 -0.492
S -4.593 1.448 0.036
H 2.874 0.797 -0.543
H 1.225 1.394 -0.580
H 1.721 -0.141 -1.371
H 1.179 0.315 1.709
H 1.710 -1.309 0.795
*
```

***

No. 5
Computed, not measured: C4H5N3 in the gas phase in a non-equilibrium geometry, with ωB97M-V/def2-TZVPD.

The energy relative to the best compared isomer or geometry (same formula, charge and spin) comes out at 51.7 kcal per mole. As for the total energy: -319.62990 a.u. Its SMILES is [H]/N=C1\C=CN\C1=N\[H]. The calculation puts the gap between HOMO and LUMO at 8.28 eV. The molar mass comes out at 95.105 g/mol.

The geometry in ORCA input format:
```
! wB97M-V def2-TZVPD RIJCOSX def2/J DEFGRID3
* xyz 0 1
H 1.089 -0.352 2.508
N 0.205 -0.044 2.067
C 0.169 -0.198 0.778
C 1.331 -0.342 -0.154
C 0.785 -0.245 -1.359
N -0.637 -0.037 -1.282
C -0.982 0.213 0.090
N -2.150 0.777 0.313
H -2.372 0.735 1.327
H 2.380 -0.497 0.123
H 1.205 -0.571 -2.365
H -1.023 0.561 -2.046
*
```

***

No. 6
Computed, not measured: C4H5N3 in the gas phase, with ωB97M-V/def2-TZVPD.

The energy relative to the best compared isomer or geometry (same formula, charge and spin) comes out at 59.6 kcal per mole. As for the total energy: -319.61730 a.u. Its SMILES is Nc1cncnc1. The calculation puts the gap between HOMO and LUMO at 8.52 eV. The molar mass comes out at 95.105 g/mol.

The geometry in ORCA input format:
```
! wB97M-V def2-TZVPD RIJCOSX def2/J DEFGRID3
* xyz 0 1
N -1.861 0.031 0.273
C -0.666 0.063 -0.431
C 0.143 1.216 -0.468
N 1.327 1.119 0.122
C 1.686 -0.104 0.504
N 1.254 -1.204 -0.108
C 0.069 -1.110 -0.698
H -1.837 0.778 0.959
H -1.883 -0.833 0.804
H -0.176 2.171 -0.883
H 2.329 -0.208 1.369
H -0.306 -1.944 -1.289
*
```

***

No. 7
Computed, not measured: C4H5N3 in the gas phase in a non-equilibrium geometry, with ωB97M-V/def2-TZVPD.

The energy relative to the best compared isomer or geometry (same formula, charge and spin) comes out at 129.8 kcal per mole. As for the total energy: -319.50531 a.u. The calculation puts the gap between HOMO and LUMO (spin up / spin down) at 6.62 / 6.02 eV. The molar mass comes out at 95.105 g/mol.

The geometry in ORCA input format:
```
! wB97M-V def2-TZVPD RIJCOSX def2/J DEFGRID3
* xyz 0 1
C -0.220 -1.786 0.286
C -0.012 -0.440 0.069
C -0.910 0.774 -0.113
C 0.063 1.847 -0.269
N 1.017 -2.289 0.325
N 1.926 -1.399 0.163
N 1.343 -0.248 -0.003
H -1.089 -2.394 0.403
H -1.536 0.623 -0.994
H -1.533 0.891 0.776
H 0.468 2.089 -1.236
H 0.482 2.331 0.594
*
```

***

No. 8
Computed, not measured: C4H5N3 in the gas phase in a non-equilibrium geometry, with ωB97M-V/def2-TZVPD.

The energy relative to the best compared isomer or geometry (same formula, charge and spin) comes out at 76.2 kcal per mole. As for the total energy: -319.59071 a.u. Its SMILES is CNC(C#N)C#N. The calculation puts the gap between HOMO and LUMO at 10.82 eV. The molar mass comes out at 95.105 g/mol.

The geometry in ORCA input format:
```
! wB97M-V def2-TZVPD RIJCOSX def2/J DEFGRID3
* xyz 0 1
C 0.412 0.277 -1.759
N 0.171 0.658 -0.366
C 0.205 -0.278 0.688
C 0.123 0.311 2.019
N -0.151 0.630 3.094
C -1.164 -1.265 1.257
N -2.042 -1.734 1.875
H 1.408 -0.168 -1.885
H 0.388 1.170 -2.397
H -0.342 -0.426 -2.127
H -0.461 1.437 -0.247
H 1.103 -0.903 0.533
*
```

***

No. 9
Computed, not measured: C4H5N3 in the gas phase, with ωB97M-V/def2-TZVPD.

The energy relative to the best compared isomer or geometry (same formula, charge and spin) comes out at 3.7 kcal per mole. As for the total energy: -319.70626 a.u. Its SMILES is Nc1ncccn1. The calculation puts the gap between HOMO and LUMO at 9.82 eV. The molar mass comes out at 95.105 g/mol.

The geometry in ORCA input format:
```
! wB97M-V def2-TZVPD RIJCOSX def2/J DEFGRID3
* xyz 0 1
N -1.111 0.050 1.982
C -0.438 0.182 0.813
N 0.901 0.121 0.868
C 1.514 -0.109 -0.287
C 0.814 -0.267 -1.478
C -0.528 0.084 -1.428
N -1.177 0.337 -0.298
H -2.107 0.186 1.963
H -0.599 0.054 2.848
H 2.602 -0.141 -0.238
H 1.220 -0.672 -2.393
H -1.093 0.176 -2.353
*
```

***

No. 10
Computed, not measured: C4H5N3 in the gas phase in a non-equilibrium geometry, with ωB97M-V/def2-TZVPD.

The energy relative to the best compared isomer or geometry (same formula, charge and spin) comes out at 64.2 kcal per mole. As for the total energy: -319.60985 a.u. Its SMILES is [H]/N=C(\N)C(=C)C#N. The calculation puts the gap between HOMO and LUMO at 9.55 eV. The molar mass comes out at 95.105 g/mol.

The geometry in ORCA input format:
```
! wB97M-V def2-TZVPD RIJCOSX def2/J DEFGRID3
* xyz 0 1
H 1.493 -0.912 1.861
N 1.299 -0.256 1.108
C 0.411 -0.592 0.227
N -0.328 -1.729 0.157
C 0.019 0.631 -0.472
C -1.158 0.923 -1.023
C 0.931 1.633 0.286
N 1.510 2.623 0.449
H 0.036 -2.564 0.592
H -0.934 -1.855 -0.634
H -1.334 1.909 -1.425
H -1.945 0.191 -1.127
*
```